Record 1
Molecular formula: C24H29NO9P2S2
Method: DFT, wB97M-V/def2-TZVPD

Summary:
- Structure (SMILES): O=P(O)(O)Pc1cccc2c1Nc1ccc(S)cc1S2.O=C1CCCO1.O=C1CCCO1.O=C1CCCO1
- E_LUMO: 0.446 eV
- Total charge: 0
- Frontier orbital gap: 0.31248 Ha

Element x y z (Å)
S 3.26 2.51 5.11
S 0.63 -1.78 2.92
P -1.88 2.58 -0.67
P -2.18 0.53 -1.31
O 1.22 -6.11 0.71
O -6.17 2.18 -3.48
O 3.15 0.89 0.72
O -2.44 3.42 -1.75
O -0.40 2.90 -0.24
O -2.65 2.78 0.71
O 1.58 1.27 -0.80
O -8.10 1.94 -4.58
O 2.47 -4.79 2.00
N -1.15 0.24 1.71
C 2.68 -7.93 0.37
C -0.08 0.80 2.50
C -5.13 3.18 -3.37
C 3.16 3.05 -0.19
C 0.82 -0.04 3.15
C 1.84 0.46 3.94
C -0.48 -1.61 -1.45
C 2.53 1.67 -0.17
C 0.72 -2.68 0.34
C 1.98 1.84 4.08
C 0.37 -2.60 -1.00
C 1.22 -7.49 0.28
C -5.20 3.97 -4.67
C 2.31 -5.85 1.47
C -0.65 -0.72 0.77
C 0.20 -1.74 1.21
C 3.19 -7.08 1.54
C 0.06 2.17 2.65
C -7.10 2.57 -4.38
C 1.09 2.69 3.42
C 4.16 1.64 1.42
C -1.01 -0.66 -0.57
C -6.69 3.88 -5.01
C 4.50 2.80 0.50
H 3.25 3.40 -1.21
H 1.20 3.76 3.51
H -0.75 -1.56 -2.49
H -1.67 0.57 -2.61
H -5.34 3.80 -2.49
H 0.28 2.46 -0.79
H 5.24 2.49 -0.23
H 2.51 3.72 0.37
H -6.89 3.87 -6.07
H -4.62 3.46 -5.44
H 0.82 -7.54 -0.72
H 5.00 0.98 1.62
H 4.24 -6.80 1.44
H -4.82 4.98 -4.57
H 1.39 -3.45 0.70
H -1.76 -0.27 2.35
H 4.19 2.69 4.16
H 2.52 -0.21 4.44
H -0.62 2.85 2.15
H -4.18 2.69 -3.21
H 0.77 -3.33 -1.69
H 3.74 1.96 2.38
H 3.03 -7.57 2.50
H 2.80 -9.00 0.51
H 4.89 3.67 1.03
H 3.21 -7.64 -0.54
H 0.58 -8.06 0.96
H -7.27 4.68 -4.54
H -3.57 2.50 0.61



Record 2
Molecular formula: C24H30BrF15O12
Method: DFT, wB97M-V/def2-TZVPD

Summary:
- Structure (SMILES): CCOC(=O)C(F)(F)F.CCOC(=O)C(F)(F)F.CCOC(=O)C(F)(F)F.CCOC(=O)C(F)(F)F.CCOC(=O)C(F)(F)F.C=CC(=O)OCBr
- E_LUMO: 0.149 eV
- Total charge: 0
- Frontier orbital gap: 0.38736 Ha

Element x y z (Å)
Br 2.48 1.70 0.22
F 4.26 -7.51 -2.97
F -2.78 -3.52 2.46
F -6.54 1.84 0.90
F 9.31 -1.17 1.92
F 7.67 -0.55 3.21
F -3.67 -3.85 4.41
F -7.46 2.84 2.59
F -0.53 -1.44 -3.14
F 2.25 -8.30 -3.02
F -5.37 2.28 2.67
F 7.35 -2.09 1.72
F -4.07 -2.01 3.33
F -1.11 0.64 -3.11
F 2.72 -6.65 -1.70
F -0.10 -0.23 -1.40
O 0.29 4.32 0.58
O -3.27 -0.05 -1.67
O 7.07 -0.14 -0.11
O 8.00 1.32 1.35
O 3.10 -5.00 -3.75
O -2.30 -2.04 -1.23
O -6.02 5.04 2.18
O -5.55 4.21 0.13
O 2.03 -6.52 -5.03
O 1.48 3.87 -1.25
O -1.70 -2.33 5.45
O -1.25 -1.58 3.37
C 2.62 -6.20 -4.04
C -6.34 2.73 1.86
C -2.36 -0.82 -1.73
C -3.47 -2.50 -0.52
C -0.88 3.40 -1.27
C 6.30 2.89 0.59
C -1.92 2.93 -0.59
C -5.62 6.36 1.77
C 0.30 3.91 -0.53
C 1.11 -1.76 3.98
C 2.88 -3.97 -4.73
C 2.03 2.60 -1.45
C 7.61 0.13 0.93
C -1.00 -0.46 -2.37
C -4.53 -3.01 -1.46
C -5.93 4.09 1.26
C 7.73 2.42 0.46
C 1.49 -3.39 -4.62
C -0.09 -0.85 3.84
C -3.14 -2.93 3.61
C 7.99 -0.95 1.97
C -6.73 7.06 1.02
C -1.92 -2.25 4.28
C 2.96 -7.19 -2.90
H 8.43 3.20 0.76
H -4.71 6.30 1.19
H 0.95 -2.51 4.74
H 1.99 -1.17 4.25
H 1.33 1.93 -1.95
H -5.36 -3.42 -0.89
H 5.60 2.12 0.28
H -6.95 6.55 0.08
H -6.43 8.08 0.79
H 2.94 2.73 -2.01
H -3.84 -1.69 0.12
H -7.64 7.08 1.61
H -2.68 2.35 -1.10
H 6.08 3.15 1.63
H -4.91 -2.21 -2.10
H 0.73 -4.14 -4.84
H 7.97 2.13 -0.56
H 1.37 -2.56 -5.32
H -5.39 6.88 2.70
H 3.07 -4.38 -5.73
H -0.86 3.42 -2.35
H -2.01 3.09 0.48
H 6.14 3.78 -0.03
H 1.32 -3.03 -3.61
H -0.33 -0.35 4.77
H 0.08 -0.09 3.08
H 1.32 -2.27 3.03
H -3.10 -3.29 0.13
H -4.13 -3.79 -2.10
H 3.64 -3.22 -4.52



Record 3
Molecular formula: C24H30ClN7O2S
Method: DFT, wB97M-V/def2-TZVPD

Summary:
- Structure (SMILES): CN1CCN(Cc2ccc(Nc3ncc(Cl)c(Nc4ccccc4S(=O)(=O)N(C)C)n3)cc2)CC1
- E_LUMO: 0.525 eV
- Total charge: 0
- Frontier orbital gap: 0.31526 Ha

Element x y z (Å)
Cl -3.42 -5.22 1.84
S -3.64 -0.60 -0.34
O -4.42 0.30 -1.13
O -4.30 -1.72 0.28
N 2.44 2.53 -0.78
N -2.92 0.29 0.87
N -2.10 -3.26 -0.04
N -0.19 3.59 -0.87
N 1.83 -2.95 2.35
N 0.26 -4.42 3.10
N -0.10 -3.20 1.11
C 3.57 1.64 -0.54
C -1.81 -4.60 1.96
C -0.49 -2.75 -1.75
C 2.97 -0.83 2.29
C 0.48 3.13 -2.07
C 0.79 4.09 0.07
C -1.32 -3.69 1.00
C -0.95 -4.94 2.98
C -1.81 -0.38 -2.34
C 2.63 -0.69 -0.45
C -0.02 -1.92 -2.75
C 2.32 -1.86 1.63
C 2.18 -1.80 0.24
C 1.46 2.02 -1.71
C 1.78 2.99 0.42
C -1.62 -2.40 -1.02
C -2.11 -0.46 1.79
C -0.67 -0.73 -3.05
C 3.21 0.38 0.21
C -2.37 1.55 0.45
C -1.21 4.58 -1.17
C 0.63 -3.55 2.16
C -2.27 -1.21 -1.33
C 3.40 0.29 1.59
H -3.05 1.99 -0.27
H -1.24 -5.65 3.74
H 0.86 -2.20 -3.31
H -1.14 -0.75 1.36
H 3.88 1.09 2.12
H 0.00 -3.68 -1.54
H -1.93 0.13 2.68
H -0.79 5.49 -1.63
H 1.97 1.68 -2.61
H 1.24 2.17 0.93
H 0.27 4.42 0.97
H -1.71 4.86 -0.25
H 2.52 -0.67 -1.52
H 1.03 3.95 -2.56
H 0.89 1.17 -1.29
H -2.66 -1.36 2.07
H -3.10 -3.18 0.16
H 4.31 2.22 0.03
H 4.00 1.39 -1.51
H 2.53 3.38 1.11
H 2.24 -3.13 3.27
H -1.37 1.46 0.00
H -2.35 0.52 -2.55
H 3.13 -0.88 3.36
H -1.94 4.15 -1.85
H -0.31 -0.09 -3.84
H -0.27 2.75 -2.77
H 1.35 4.95 -0.35
H -2.30 2.22 1.31
H 1.72 -2.62 -0.28



Record 4
Molecular formula: C24H30F32GaNO6P
Method: DFT, wB97M-V/def2-TZVPD

Summary:
- E_LUMO: 1.707 eV
- Total charge: -1
- Frontier orbital gap: 0.20117 Ha

Element x y z (Å)
Ga -6.13 0.47 -0.38
P -5.42 -1.59 -1.37
F -5.38 -1.20 3.42
F -2.91 2.60 5.12
F 4.20 2.43 0.21
F 7.79 7.73 0.25
F -4.35 1.51 7.14
F 1.68 -1.38 -2.70
F 7.13 6.10 -1.07
F 2.71 -2.51 1.77
F -2.93 0.13 6.23
F 5.42 -2.16 -1.30
F 6.41 -3.17 -6.74
F 5.34 -1.50 -5.84
F -3.40 -2.80 2.60
F -0.94 -1.37 -3.27
F 6.17 2.67 2.07
F 5.12 4.01 -0.99
F 1.81 -3.86 -1.33
F -0.56 -2.51 -1.45
F -2.59 -1.21 3.88
F 7.86 -0.50 -5.01
F 0.71 -2.49 0.92
F 5.57 0.26 -3.82
F 4.55 6.43 -0.01
F 4.98 4.48 1.80
F 7.58 -0.76 -7.16
F -5.43 -3.22 4.28
F -3.74 1.15 3.71
F 5.52 0.49 -1.64
F 7.20 -1.49 -2.38
F 5.45 8.19 -0.95
F 2.00 -4.85 0.61
F 0.71 0.58 -2.49
O 2.40 -1.39 -0.10
O 6.52 -2.93 -4.56
O -5.14 -0.07 5.83
O 7.08 4.36 0.99
O -9.77 -1.35 1.11
O -3.72 -1.44 -1.50
N -9.34 -0.82 -2.28
C -4.98 -1.47 5.73
C -4.10 0.78 6.02
C -5.49 -2.79 0.04
C -4.79 -2.01 4.31
C -0.57 -1.27 -1.98
C 5.17 -0.32 -2.67
C 7.71 -1.41 -5.98
C 7.23 5.73 1.27
C 2.01 -2.50 0.60
C 5.53 7.36 0.11
C 5.91 3.69 1.22
C 1.46 -0.42 -0.55
C -3.97 1.79 4.86
C -9.42 -0.17 -0.97
C -7.66 -0.07 0.88
C 5.56 -2.76 -3.53
C 6.91 6.69 0.11
C 5.87 -1.67 -2.49
C 0.83 -0.66 -1.93
C 2.41 -3.79 -0.13
C -8.72 -0.90 0.19
C 5.37 3.06 -0.07
C 6.45 -2.25 -5.74
C -3.35 -2.33 3.86
H -4.73 -3.57 -0.14
H 5.59 -3.69 -2.97
H -5.94 -1.88 6.05
H -3.43 -2.01 -2.22
H 8.29 5.87 1.45
H -5.30 -2.34 1.02
H -2.90 -3.08 4.51
H 5.37 7.93 1.03
H -4.88 2.39 4.78
H -4.21 -1.85 6.40
H -6.68 1.38 -1.59
H -8.24 -1.80 -0.22
H 6.09 2.34 -0.47
H 8.59 -2.06 -6.02
H -1.29 -0.65 -1.44
H -8.98 0.83 -1.08
H -10.48 -0.03 -0.69
H -9.37 -1.83 -2.18
H 2.06 0.48 -0.67
H 3.49 -3.83 -0.26
H -6.47 -3.28 0.05
H 0.70 -0.21 0.21
H -4.94 1.20 0.41
H -9.50 -2.21 1.46
H 4.55 -2.65 -3.92
H 6.70 6.03 2.17
H -8.45 -0.59 -2.71
H 4.08 -0.43 -2.67
H -8.11 0.83 1.32
H -7.18 -0.66 1.68



Record 5
Molecular formula: C24H30N2O3
Method: DFT, wB97M-V/def2-TZVPD

Summary:
- Structure (SMILES): CCOC(=O)[C@]1(Cc2ccccc2C)CCCN(C(=O)CCc2cccnc2)C1
- E_LUMO: 0.355 eV
- Total charge: 0
- Frontier orbital gap: 0.33598 Ha

Element x y z (Å)
O 0.03 0.10 -1.57
O 1.86 -0.92 -1.59
O -2.35 -3.29 -0.54
N -6.48 1.63 0.07
N -0.83 -2.20 0.57
C 4.20 1.02 0.96
C 2.83 2.13 -0.69
C 2.14 -1.89 0.89
C 5.37 1.56 0.45
C 1.04 -0.47 -0.96
C -5.76 0.58 0.06
C 4.30 0.35 2.56
C 1.46 -3.14 0.39
C 3.93 2.46 -1.47
C 3.00 1.20 0.49
C -2.80 -0.99 -0.34
C 1.11 -0.52 0.39
C -1.92 -2.00 -0.23
C -5.98 2.80 -0.03
C -4.03 1.77 0.99
C -0.54 -0.81 -3.45
C 0.11 -3.24 0.88
C 1.62 0.80 1.02
C -3.64 -0.62 0.86
C -0.20 -0.76 1.06
C -4.51 0.46 0.61
C 5.29 1.93 -0.92
C 0.02 0.46 -2.84
C -4.72 3.16 0.77
H 3.79 0.72 3.23
H 2.16 -1.71 1.83
H 0.17 -1.63 -3.53
H 1.92 2.26 -1.08
H 6.29 1.35 0.98
H 1.79 0.80 1.95
H -3.07 -0.68 1.74
H -0.09 -0.92 2.28
H 2.86 -1.54 0.44
H -4.55 4.02 1.24
H -2.24 0.04 -0.75
H -6.56 3.56 0.08
H -3.54 -1.21 -1.37
H 0.85 1.60 1.14
H -4.44 -1.45 0.95
H -0.72 1.35 -2.96
H -0.47 -4.13 0.57
H -1.57 -1.19 -3.02
H -3.12 1.89 1.48
H 4.19 -0.56 2.34
H 1.37 -2.98 -0.79
H 3.83 2.98 -2.15
H 0.88 0.76 -3.27
H -0.88 0.16 1.04
H -6.30 -0.28 -0.15
H 5.37 0.38 2.83
H 6.12 2.43 -1.39
H 0.18 -3.22 1.89
H 2.00 -3.84 0.61
H -0.75 -0.50 -4.56



Record 6
Molecular formula: C24H30N2O3PRu
Method: DFT, wB97M-V/def2-TZVPD

Summary:
- ⟨S²⟩: 6.02
- 2S+1: 5
- E_LUMO (alpha / beta): -11.518 / -12.959 eV
- Total charge: +3
- Frontier orbital gap (alpha / beta): 0.21638 / 0.16338 Ha

Element x y z (Å)
Ru -1.47 -0.90 0.59
P 1.39 0.31 -0.20
O 0.18 -0.75 -0.29
O -2.90 -0.97 1.96
O -1.03 -1.92 2.37
N -2.46 0.76 -0.30
N -2.01 -3.03 -0.21
C 4.36 -2.09 -1.43
C 3.28 0.88 3.33
C 1.03 3.06 -0.43
C 3.14 -1.67 -0.94
C 0.80 1.80 -0.98
C 3.70 0.62 -1.60
C 0.68 0.86 2.39
C 2.22 1.06 4.20
C -3.15 -2.71 -1.11
C 5.23 -1.18 -2.02
C -2.72 -1.61 -2.09
C -0.32 2.79 -2.87
C -3.66 -0.41 -2.17
C -2.77 -2.25 4.03
C 0.57 4.18 -1.11
C 1.74 0.66 1.51
C -2.21 -1.72 2.79
C 4.92 0.17 -2.08
C 3.06 0.69 1.97
C 2.82 -0.30 -1.02
C -0.09 4.05 -2.32
C 0.91 1.06 3.73
C 0.12 1.66 -2.20
C -3.80 0.33 -0.85
H 3.43 1.66 -1.69
H -2.27 -3.69 0.51
H 0.09 1.23 4.42
H -3.48 -3.60 -1.65
H -0.43 4.93 -2.85
H 2.41 1.23 5.25
H 5.61 0.87 -2.53
H -1.92 1.24 -1.03
H -3.72 -2.76 3.82
H -0.35 0.90 2.01
H -1.72 -1.25 -1.78
H 2.46 -2.37 -0.49
H 0.76 5.16 -0.69
H -1.22 -3.41 -0.74
H 3.89 0.55 1.29
H -3.99 -2.39 -0.48
H 6.15 -1.54 -2.48
H 4.65 -3.13 -1.32
H -2.58 -2.02 -3.09
H -4.65 -0.71 -2.50
H -4.30 -0.26 -0.08
H -0.02 0.67 -2.65
H -3.02 -1.42 4.70
H -2.07 -2.92 4.52
H -2.62 1.43 0.46
H -3.27 0.27 -2.93
H -0.82 2.69 -3.83
H -4.42 1.22 -1.00
H 1.57 3.17 0.50
H 4.30 0.87 3.70



Record 7
Molecular formula: C24H30N3S4SbSiTc
Method: DFT, wB97M-V/def2-TZVPD

Summary:
- E_LUMO (alpha / beta): -9.826 / -9.810 eV
- Total charge: +3
- Frontier orbital gap (alpha / beta): 0.25251 / 0.25376 Ha

Element x y z (Å)
Sb 8.81 7.60 9.45
Tc 9.09 10.75 9.10
S 7.02 10.68 10.27
S 10.07 9.20 10.59
S 7.48 6.21 11.60
S 7.00 9.18 8.84
Si 8.13 10.98 13.56
N 10.68 12.02 9.05
N 8.09 12.72 8.45
N 9.52 10.77 7.01
C 12.15 11.58 14.11
C 9.09 8.32 14.06
C 8.00 9.16 13.50
C 11.69 11.46 8.03
C 6.56 13.30 13.16
C 8.88 13.85 9.01
C 12.02 12.47 15.20
C 9.69 12.72 14.89
C 10.99 10.55 6.99
C 10.86 13.14 15.52
C 6.68 7.11 12.96
C 8.95 6.99 14.12
C 4.52 12.13 14.71
C 6.63 11.93 13.56
C 10.97 11.14 13.51
C 9.07 12.07 6.35
C 9.71 11.76 13.86
C 10.34 13.45 8.81
C 7.70 6.33 13.66
C 4.43 13.41 14.25
C 5.63 11.36 14.34
C 6.85 8.59 13.04
C 7.88 12.70 7.01
C 5.41 13.97 13.44
H 8.75 13.20 15.13
H 11.36 10.68 5.99
H 9.08 10.08 6.47
H 10.96 14.12 9.45
H 9.99 12.66 6.40
H 11.10 9.45 7.20
H 5.31 14.96 13.15
H 10.69 13.64 7.84
H 5.68 10.31 14.69
H 3.74 11.68 15.30
H 10.76 13.89 16.30
H 12.42 10.88 8.54
H 7.43 13.77 12.72
H 11.15 11.93 9.92
H 10.94 10.38 12.69
H 10.00 8.76 14.50
H 9.74 6.42 14.53
H 8.53 14.81 8.55
H 12.15 12.35 7.58
H 13.14 11.18 13.94
H 12.94 12.60 15.78
H 8.74 13.90 10.11
H 7.38 5.34 13.97
H 5.68 6.73 13.07
H 3.57 14.01 14.52
H 7.67 13.70 6.67
H 7.00 12.11 6.81
H 7.19 12.76 8.97
H 6.03 9.17 12.62
H 8.91 11.85 5.28



In the order shown, the computed E_tot values come out to -85527.7368, -160750.3716, -63258.9926, -187775.2254, -34480.2313, -46341.2966, -89774.5059 eV.